Record 1
Formula: C6H3N
Source: the Open Molecules 2025 dataset
Level of theory: ωB97M-V with the def2-TZVPD basis set

The geometry in XYZ format:
```
10
Properties=species:S:1:pos:R:3:forces:R:3:nbo_charge:R:1
N 0.4122 -1.6901 0.0405 -0.362 -1.219 0.447 -0.3826
C 1.3305 -0.8723 -0.3933 -0.039 -1.508 -0.939 0.1274
C 1.4366 0.3298 0.0727 0.483 1.086 0.580 0.0049
C -0.8133 -1.3784 0.2020 0.619 1.748 -1.323 0.0847
C -0.1087 0.9262 -0.0782 1.510 0.254 0.400 0.1768
C 1.1384 1.5977 0.1276 -2.554 0.590 -0.733 -0.2950
C -1.1691 0.1502 -0.1364 1.781 -2.059 0.517 -0.4229
H -1.4635 -2.2075 0.3744 -0.921 0.191 0.677 0.2101
H 1.3309 2.6219 0.2328 0.942 0.818 0.702 0.2520
H -2.0939 0.5224 -0.4419 -1.460 0.100 -0.328 0.2447
```
Forces are in eV/Å.

The structure (SMILES) is C1=NC=CC2=CC=12. As for the gap between HOMO and LUMO (alpha / beta): 0.278 / 0.278 hartree. As for the multiplicity: 1.

---

Record 2
Formula: C6H3N2
Source: the Open Molecules 2025 dataset
Level of theory: ωB97M-V with the def2-TZVPD basis set

The geometry in XYZ format:
```
11
Properties=species:S:1:pos:R:3:forces:R:3:nbo_charge:R:1
N 0.1638 2.7756 2.3432 -0.030 0.583 0.549 -0.0903
N 0.5814 -0.5521 1.3328 -1.173 1.112 0.176 -0.2552
C -0.2779 -0.4832 -1.2179 1.172 -2.251 -2.416 -0.1048
C -0.3045 0.6508 -0.4549 -0.007 1.466 1.129 -0.1969
C 0.0874 1.8044 1.7479 0.007 -0.419 -0.813 0.1734
C 0.1256 -1.7436 -0.7474 -0.558 -1.729 0.731 -0.2776
C 0.0414 0.6900 0.8653 1.304 -1.823 1.130 0.1600
C 0.4222 -1.4627 0.6011 -0.024 -0.850 -2.134 0.6536
H -0.5257 1.6248 -0.7875 -0.579 0.830 -1.106 0.2898
H -0.3112 -0.5507 -2.3428 -0.785 0.773 1.238 0.3053
H -0.0025 -2.7535 -1.3398 0.674 2.309 1.515 0.3429
```
Forces are in eV/Å.

The structure (SMILES) is N#Cc1cccc#[n+]1. As for the gap between HOMO and LUMO: 0.319 hartree. As for the total charge: +1. As for the multiplicity: 1.

---

Record 3
Formula: C6H3N5OS
Source: the Open Molecules 2025 dataset
Level of theory: ωB97M-V with the def2-TZVPD basis set

The geometry in XYZ format:
```
16
Properties=species:S:1:pos:R:3:forces:R:3:nbo_charge:R:1
S -2.3054 1.7979 0.6739 1.329 0.217 0.349 0.4270
O 0.4225 -1.8274 -1.2492 -1.434 -1.375 -1.267 -0.6130
N 3.4703 -0.0127 1.0922 -0.127 0.365 0.744 -0.0170
N 2.7174 1.0475 1.5093 -0.093 -0.035 -0.534 -0.3091
N -0.6576 -0.0492 -0.2831 -0.818 0.396 0.550 -0.3929
N 0.3906 1.6265 1.1170 -0.706 -0.360 0.062 -0.4100
N 2.8167 -0.8544 0.3660 -0.386 0.241 -0.827 -0.2869
C -1.9597 -0.2787 -0.7594 -0.820 -1.592 -1.111 -0.0596
C -0.6557 1.1012 0.5796 0.311 0.236 -0.639 0.2692
C -2.8990 0.5957 -0.3799 -0.444 -0.670 -0.488 -0.4194
C 1.5720 -0.2993 0.2049 -0.305 -1.677 -0.737 -0.1268
C 0.4783 -0.8105 -0.4836 0.522 3.246 2.323 0.6175
C 1.5202 0.8817 0.9471 0.471 0.288 0.704 0.2738
H 1.2599 -2.2761 -1.3218 0.892 -0.223 0.118 0.5328
H -3.9673 0.5501 -0.6651 0.984 -0.013 0.286 0.2672
H -2.2033 -1.1923 -1.3478 0.625 0.955 0.468 0.2474
```
Forces are in eV/Å.

The structure (SMILES) is Oc1c2nnnc-2nc2sccn12. As for the gap between HOMO and LUMO: 0.316 hartree. As for the multiplicity: 1.

---

Record 4
Formula: C6H3NO
Source: the Open Molecules 2025 dataset
Level of theory: ωB97M-V with the def2-TZVPD basis set

The geometry in XYZ format:
```
11
Properties=species:S:1:pos:R:3:forces:R:3:nbo_charge:R:1
O 1.7478 2.1015 0.9586 -2.589 -2.470 -2.581 -0.4671
N 2.0559 -0.5994 -1.2378 -5.613 10.901 4.153 -0.2212
C -1.0713 -0.1804 0.7063 -0.686 3.064 -0.051 -0.1353
C 1.4709 0.5037 -0.7667 6.230 -11.143 -4.545 0.2020
C 0.9680 1.2796 0.3520 4.827 2.975 1.603 0.3612
C -1.0982 -1.0212 -0.4859 1.024 -2.314 -0.148 -0.1142
C -0.8982 -1.9260 -1.3091 0.794 1.004 -0.569 -0.1292
C -0.2394 0.9277 0.9286 -2.546 -5.471 -2.864 -0.2566
H -1.9614 -0.0790 1.4397 1.333 -1.055 -1.526 0.2507
H -0.4755 -2.5636 -2.2180 -1.483 1.712 2.635 0.2869
H -0.4986 1.5570 1.6324 -1.292 2.796 3.893 0.2227
```
Forces are in eV/Å.

The structure (SMILES) is C#C/C=C\C(=O)C#N. As for the gap between HOMO and LUMO: 0.300 hartree. As for the multiplicity: 1.

---

ΔE to the lowest compared entry with this formula, charge and spin in eV, matching the order above: 2.580, 0.057, 0.000, 4.691